Entry 1:
C40H43AsCrFN3O3S2Se2 as an isolated structure in a non-equilibrium geometry. Source: the Open Molecules 2025 dataset; level of theory: the ωB97M-V functional and the def2-TZVPD basis.

CARTESIAN COORDINATES (ANGSTROEM)
Cr  0.2239  0.2756  -0.1010
S  -0.1415  -1.7224  -1.1732
C  1.3434  -2.1924  -2.0303
C  1.3084  -3.3290  -2.8433
C  2.4535  -3.7736  -3.4821
C  3.6603  -3.0982  -3.3255
C  3.6999  -1.9630  -2.5358
C  2.5483  -1.5057  -1.9005
As  2.5547  0.0549  -0.7747
C  4.0220  -0.3618  0.4062
C  5.2835  0.1991  0.2629
C  6.3287  -0.2502  1.0612
C  6.1130  -1.2563  1.9932
C  4.8452  -1.8041  2.1464
C  3.7965  -1.3567  1.3566
C  3.2612  1.4409  -1.9243
C  3.5709  2.6740  -1.3487
C  3.9526  3.7432  -2.1448
C  3.9974  3.5981  -3.5273
C  3.6804  2.3777  -4.1050
C  3.3172  1.2987  -3.3056
H  0.3744  -3.8651  -2.9589
H  2.4071  -4.6589  -4.1043
H  4.5581  -3.4583  -3.8102
H  4.6288  -1.4210  -2.4032
H  5.4611  0.9748  -0.4697
H  7.3138  0.1841  0.9466
H  6.9364  -1.6162  2.5975
H  4.6707  -2.5828  2.8779
H  2.8067  -1.7785  1.4840
H  3.5169  2.7953  -0.2727
H  4.2184  4.6906  -1.6910
H  4.2788  4.4380  -4.1494
H  3.7084  2.2598  -5.1815
H  3.0842  0.3436  -3.7586
C  4.3308  3.2386  5.4466
C  2.8467  3.5813  5.5035
C  2.5607  5.0377  5.8377
C  3.0589  5.9513  4.7258
C  2.4657  5.5310  3.4050
C  2.3029  6.4333  2.3813
C  1.7694  6.0240  1.1602
F  1.6596  6.9304  0.1777
C  1.3713  4.7418  0.9380
C  1.5184  3.8022  1.9680
C  1.1423  2.4172  1.7307
O  0.6654  2.1144  0.5967
C  1.3607  1.5089  2.7804
C  1.8730  1.9761  3.9694
N  2.2063  3.2410  4.2023
C  2.0651  4.1932  3.1957
C  1.1134  0.0283  2.7097
O  1.3482  -0.6582  3.6764
O  0.6912  -0.4464  1.5641
H  4.7967  3.4444  6.4110
H  4.8471  3.8120  4.6759
H  4.4656  2.1794  5.2231
H  2.3711  2.9471  6.2496
H  3.0318  5.2823  6.7891
H  1.4818  5.1678  5.9559
H  4.1490  5.9070  4.6673
H  2.7948  6.9884  4.9287
H  2.5922  7.4692  2.5099
H  0.9584  4.4414  -0.0148
H  2.0107  1.2612  4.7726
C  0.1204  2.1063  -3.6529
Se  -0.7791  1.2916  -2.1414
C  -1.6047  2.9104  -1.4218
C  -2.1799  2.6596  -0.0275
Se  -2.1516  0.7941  0.6592
C  -3.5651  0.1219  -0.4850
H  0.8750  2.8177  -3.3293
H  -0.6522  2.5854  -4.2468
H  0.5811  1.3062  -4.2241
H  -2.3703  3.1817  -2.1443
H  -0.8415  3.6853  -1.4093
H  -3.2137  2.9909  0.0416
H  -1.6039  3.1937  0.7206
H  -4.4162  0.7899  -0.3841
H  -3.8181  -0.8717  -0.1243
H  -3.2324  0.0768  -1.5162
S  -2.1851  -1.9126  2.1189
C  -3.1651  -3.1402  1.4980
N  -3.1283  -3.4659  0.1900
C  -3.9946  -4.4789  -0.4043
C  -4.2388  -5.5825  0.6087
C  -4.8332  -4.9641  1.8597
N  -4.0199  -3.8214  2.2786
H  -2.3358  -3.1108  -0.3235
H  -3.5158  -4.8582  -1.3043
H  -4.9470  -4.0260  -0.6937
H  -3.2897  -6.0663  0.8486
H  -4.9174  -6.3330  0.2052
H  -4.8556  -5.6861  2.6744
H  -5.8589  -4.6402  1.6679
H  -4.0333  -3.5372  3.2431

Total energy ... -10919.2921 hartree
Charge ... +1
Multiplicity ... 2

Entry 2:
C40H43BN8PPbSe as an isolated structure. Source: the Open Molecules 2025 dataset; level of theory: the ωB97M-V functional and the def2-TZVPD basis.

CARTESIAN COORDINATES (ANGSTROEM)
Pb  1.0422  -1.1677  0.9136
C  4.3372  1.9773  -0.2179
C  3.8010  0.9655  0.5990
N  2.8084  0.3500  -0.0183
N  2.6705  0.9297  -1.2340
C  3.5937  1.9128  -1.3695
B  1.9040  0.2884  -2.3827
N  0.2040  0.6283  -2.3512
C  -1.4910  2.0632  -3.6544
C  -2.5616  1.4841  -2.7076
C  -1.5542  -0.5458  -1.7167
N  -0.4529  -0.7100  -2.3028
N  2.0793  -1.2233  -2.3755
C  2.3842  -1.9881  -3.4424
C  2.4172  -3.3051  -3.0460
C  2.0990  -3.2604  -1.6825
N  1.8964  -2.0083  -1.2938
H  5.1473  2.6502  0.0092
H  4.0926  0.6558  1.5939
H  3.6615  2.4870  -2.2810
H  2.2961  0.7341  -3.4199
H  -1.5295  3.1169  -3.8961
H  -3.2950  2.2332  -2.4129
H  -2.2146  -1.3912  -1.5580
H  2.5802  -1.5425  -4.4051
H  2.6311  -4.1724  -3.6468
H  2.0279  -4.0705  -0.9698
C  2.1988  4.1949  1.6384
C  1.6649  4.7032  0.3210
C  1.9139  6.0244  -0.0435
C  1.4531  6.5463  -1.2417
C  0.7447  5.7383  -2.1194
C  0.4755  4.4242  -1.7713
C  0.9144  3.9028  -0.5538
P  0.3933  2.2438  0.0187
C  -0.4837  1.4476  -1.2840
C  -0.1903  1.3396  -3.6195
C  -1.2365  0.9913  -4.6825
C  -2.3624  0.0189  -4.5318
C  -3.1579  0.3485  -3.5224
C  -1.8910  0.8825  -1.3617
C  -2.8668  0.9834  -0.2054
C  -0.7616  2.5904  1.3563
C  -1.6676  3.6472  1.3587
C  -2.6024  3.7575  2.3747
C  -2.6392  2.8013  3.3915
C  -1.7067  1.7846  3.4317
C  -0.6880  1.7061  2.4610
C  0.4396  0.8261  2.6648
H  3.2118  4.5613  1.8050
H  2.2269  3.1055  1.6632
H  1.5775  4.5382  2.4701
H  2.4827  6.6543  0.6321
H  1.6504  7.5806  -1.4937
H  0.3944  6.1326  -3.0656
H  -0.0904  3.7929  -2.4409
H  0.6644  1.8556  -4.0293
H  -0.9189  1.2202  -5.6916
H  -2.5126  -0.7972  -5.2267
H  -4.0586  -0.1755  -3.2228
H  -3.8048  0.5039  -0.5018
H  -3.0898  2.0167  0.0437
H  -2.4897  0.4794  0.6857
H  -1.6614  4.3570  0.5387
H  -3.3248  4.5648  2.3669
H  -3.3822  2.8801  4.1749
H  -1.6958  1.0794  4.2560
H  0.3986  0.1810  3.5400
H  1.4315  1.2324  2.4782
C  -3.5973  -5.1681  0.7903
C  -3.5063  -3.9246  1.6847
C  -3.2667  -4.3299  3.1492
C  -4.7726  -3.0666  1.5610
C  -2.3507  -3.1147  1.2567
N  -1.4460  -2.4748  0.9476
H  -4.4173  -5.7956  1.1408
H  -2.6759  -5.7494  0.8308
H  -3.7902  -4.8945  -0.2476
H  -4.0984  -4.9481  3.4885
H  -3.1997  -3.4519  3.7925
H  -2.3451  -4.9041  3.2483
H  -5.6256  -3.6383  1.9279
H  -4.9620  -2.7955  0.5212
H  -4.6883  -2.1529  2.1508
Se  2.6779  -1.9624  2.9366
C  3.2176  -3.7947  2.7613
C  2.3897  -4.8268  3.1810
C  2.8624  -6.1292  3.0916
N  4.0702  -6.4466  2.6289
C  4.8578  -5.4450  2.2394
C  4.4829  -4.1083  2.2840
H  1.4079  -4.6201  3.5862
H  2.2424  -6.9598  3.4138
H  5.8414  -5.7247  1.8765
H  5.1635  -3.3306  1.9653

Relative energy (zero: lowest compared OMol25 entry of this formula, charge and spin) ... 162.1 kcal/mol
Charge ... +1

Entry 3:
C40H44As2Cl3CoNO19S2Se as an isolated structure in a non-equilibrium geometry. Source: the Open Molecules 2025 dataset; level of theory: the ωB97M-V functional and the def2-TZVPD basis.

CARTESIAN COORDINATES (ANGSTROEM)
Co  -0.2882  1.6983  0.6204
Cl  -1.6916  2.5525  3.9263
C  -1.8059  0.7760  3.9654
Cl  -3.4654  0.2385  4.1463
Cl  -0.8240  0.1258  5.2736
C  -1.1998  0.2151  2.6594
O  -1.8542  -0.6164  2.0321
O  -0.0774  0.6916  2.3694
C  0.8369  5.2540  -2.2602
O  1.2663  4.0962  -1.5651
C  1.7811  3.0860  -2.2712
O  1.9769  3.1436  -3.4795
C  2.1275  1.9851  -1.4013
C  2.4349  0.6747  -1.9417
As  4.5175  0.6625  -1.9731
C  4.9642  2.5379  -2.3876
C  4.6406  0.7902  0.0073
C  3.9315  1.5707  0.8542
As  2.1166  2.3197  0.4729
C  2.6292  4.1955  0.8155
C  4.5609  2.0140  2.1263
O  5.7068  2.4117  2.1122
O  3.9133  2.0471  3.2976
C  2.5836  1.5923  3.5051
C  5.8894  0.0907  0.3438
O  6.7563  0.0408  -0.5151
O  6.0849  -0.5768  1.4799
C  5.0738  -0.8302  2.4394
C  2.4275  -0.4648  -0.9856
O  2.1721  -0.4203  0.1965
O  2.9225  -1.5758  -1.5609
C  3.2990  -2.6634  -0.7316
H  -0.0041  5.6461  -1.6891
H  0.5402  4.9864  -3.2744
H  1.6512  5.9805  -2.2986
H  4.5390  2.8260  -3.3492
H  6.0505  2.5985  -2.4556
H  4.6156  3.2090  -1.6032
H  3.3087  4.5828  0.0521
H  3.1193  4.2642  1.7923
H  1.7164  4.7894  0.8378
H  2.5170  1.3378  4.5638
H  2.3341  0.7160  2.9006
H  1.8588  2.3898  3.2982
H  5.1644  -0.1459  3.2867
H  5.2518  -1.8498  2.7899
H  4.0664  -0.7542  2.0210
H  2.5261  -3.4314  -0.7364
H  3.4751  -2.3184  0.2888
H  4.2221  -3.0603  -1.1482
O  -0.7427  5.5394  2.3880
Se  -1.3576  4.5828  1.2868
O  -1.2527  5.2174  -0.1624
O  -0.1820  3.2511  1.3009
O  -2.8331  4.1226  1.6089
C  -3.4668  -5.6660  -1.9931
C  -4.0938  -4.4562  -1.3664
C  -4.3314  -4.4043  0.0025
C  -4.8542  -3.2600  0.5877
C  -5.1338  -2.1635  -0.2019
C  -4.9340  -2.2050  -1.5677
C  -4.4193  -3.3496  -2.1487
S  -5.8191  -0.6644  0.4995
O  -6.0921  -0.9075  1.8875
O  -6.9192  -0.2536  -0.3304
N  -4.5558  0.3798  0.2281
C  -4.8639  1.8005  0.0857
C  -3.8369  2.5295  -0.7921
C  -2.4433  2.2244  -0.3158
O  -1.4220  2.4689  -1.0002
O  -2.3025  1.6129  0.7742
H  -3.4538  -6.5063  -1.3040
H  -2.4393  -5.4406  -2.2805
H  -3.9987  -5.9639  -2.8943
H  -4.0922  -5.2605  0.6194
H  -5.0498  -3.2048  1.6482
H  -5.2025  -1.3425  -2.1540
H  -4.2630  -3.3859  -3.2173
H  -3.8111  0.2272  0.8984
H  -4.8944  2.2893  1.0658
H  -5.8554  1.8420  -0.3710
H  -3.9739  3.6084  -0.6894
H  -3.9175  2.2668  -1.8491
O  -0.3724  0.0562  -0.2055
S  -1.6249  -0.7872  -0.2912
C  -1.8282  -0.8310  -2.1635
C  -0.5044  -0.8488  -2.8350
C  0.2312  0.3009  -2.8778
C  1.6667  0.3243  -3.2692
C  2.0975  -0.9296  -3.9321
C  1.2965  -2.0275  -3.9749
C  0.0301  -2.0369  -3.3735
C  -0.9349  -2.5160  -0.1719
C  -0.5991  -2.8445  1.2390
C  0.6969  -2.7054  1.7105
C  0.9956  -2.9256  3.0430
C  -0.0098  -3.2663  3.9291
C  -1.3062  -3.4210  3.4664
C  -1.5941  -3.2322  2.1294
H  -2.3615  0.0944  -2.3698
H  -2.4593  -1.6835  -2.3985
H  -0.1956  1.2336  -2.5372
H  1.8779  1.1768  -3.9335
H  3.0846  -0.9369  -4.3799
H  1.6364  -2.9302  -4.4643
H  -0.5579  -2.9417  -3.3816
H  -0.0668  -2.5419  -0.8274
H  -1.7278  -3.1553  -0.5549
H  1.4625  -2.3767  1.0346
H  2.0141  -2.8130  3.3881
H  0.2144  -3.3987  4.9756
H  -2.1009  -3.6624  4.1554
H  -2.6083  -3.3296  1.7827

Total energy ... -13467.5108 hartree
Charge ... -1
Multiplicity ... 5

Entry 4:
C40H44As3Cl4CrN3O2S2 as an isolated structure in a non-equilibrium geometry. Source: the Open Molecules 2025 dataset; level of theory: the ωB97M-V functional and the def2-TZVPD basis.

CARTESIAN COORDINATES (ANGSTROEM)
Cr  -0.5018  -0.0963  -0.7689
Cl  1.3786  3.2434  -6.2846
C  1.4016  2.2759  -4.8526
C  2.5067  1.4972  -4.5466
Cl  3.8808  1.4849  -5.5935
C  2.5080  0.7067  -3.3868
Cl  3.8486  -0.3110  -2.9912
C  1.4140  0.7015  -2.5395
O  1.3083  -0.0362  -1.4425
C  0.2877  1.4943  -2.8529
O  -0.7438  1.3852  -2.0141
C  0.2880  2.2680  -3.9976
Cl  -1.1323  3.1921  -4.3508
C  3.2379  -1.6967  2.4983
As  2.6651  -0.0842  1.5371
C  4.4429  0.3906  0.8595
C  2.6045  1.0656  3.1325
C  1.9523  2.4539  2.9808
C  2.1387  3.1444  4.3489
C  0.4352  2.3496  2.7641
As  -0.5280  1.6239  1.1736
C  -1.2117  3.2490  0.3527
C  -2.1224  1.2371  2.2526
C  2.6719  3.2210  1.8435
As  2.8396  5.2085  1.6973
C  1.5170  6.0043  2.9182
C  1.7379  5.4925  0.0985
H  4.1305  -1.5050  3.0961
H  3.4582  -2.4695  1.7617
H  2.4387  -2.0570  3.1478
H  5.1202  0.6382  1.6785
H  4.3836  1.2264  0.1639
H  4.8328  -0.4703  0.3169
H  3.6219  1.2006  3.5141
H  2.0523  0.5002  3.8897
H  1.9942  2.4220  5.1564
H  1.4324  3.9592  4.5044
H  3.1519  3.5452  4.4367
H  -0.0034  3.3475  2.8083
H  0.0163  1.7741  3.5929
H  -1.4930  3.9765  1.1108
H  -2.0841  2.9587  -0.2303
H  -0.4874  3.6688  -0.3379
H  -2.3076  2.0709  2.9274
H  -1.9846  0.3285  2.8404
H  -2.9802  1.1099  1.5995
H  2.2934  2.8867  0.8728
H  3.7196  2.9212  1.8727
H  1.8739  6.0147  3.9450
H  0.5388  5.5232  2.8691
H  1.4111  7.0373  2.5829
H  2.1117  4.8988  -0.7365
H  1.7909  6.5450  -0.1787
H  0.6996  5.2339  0.2950
S  0.0351  -1.5570  4.8921
C  -0.2290  -2.3030  6.4152
C  -0.7621  -3.5393  6.2650
C  -0.9635  -3.8927  4.8974
C  -0.5766  -2.9233  4.0153
C  -0.6764  -2.9377  2.5533
C  -0.3124  -1.8449  1.7975
N  -0.4384  -1.7566  0.4638
C  -0.9402  -2.8699  -0.2069
C  -1.3052  -4.0487  0.4848
C  -1.7872  -5.1600  -0.3127
C  -1.8654  -5.0906  -1.6577
C  -1.5038  -3.8894  -2.3675
C  -1.5294  -3.7470  -3.7442
C  -1.1659  -2.5352  -4.3449
C  -0.8515  -1.4733  -3.4954
N  -0.8163  -1.5719  -2.1786
C  -1.0858  -2.7825  -1.5879
C  -1.1275  -2.3170  -5.7977
C  -0.5464  -1.2870  -6.4829
C  -0.7048  -1.3872  -7.8936
C  -1.3985  -2.4933  -8.2645
S  -1.8726  -3.4178  -6.9024
C  -1.1869  -4.0747  1.8569
H  0.0338  -1.7814  7.3237
H  -1.0086  -4.1860  7.0969
H  -1.3775  -4.8436  4.5859
H  0.1326  -0.9840  2.2834
H  -2.0765  -6.0680  0.2045
H  -2.2066  -5.9441  -2.2334
H  -1.8202  -4.5910  -4.3618
H  -0.6445  -0.4937  -3.9090
H  0.0026  -0.4838  -6.0024
H  -0.3067  -0.6658  -8.5955
H  -1.6601  -2.8265  -9.2577
H  -1.4751  -4.9669  2.4004
C  -5.1882  -2.2180  -0.7500
C  -4.9181  -0.7696  -1.1868
C  -3.5549  -0.3829  -0.8501
N  -2.4683  -0.1942  -0.5762
H  -6.2181  -2.4781  -0.9886
H  -5.0364  -2.3369  0.3227
H  -4.5220  -2.9079  -1.2692
H  -5.6052  -0.0706  -0.7117
H  -5.0285  -0.6580  -2.2657

Relative energy (zero: lowest compared OMol25 entry of this formula, charge and spin) ... 10.4 kcal/mol
Multiplicity ... 5

Entry 5:
C40H44AsN5PPdS as an isolated structure in a non-equilibrium geometry. Source: the Open Molecules 2025 dataset; level of theory: the ωB97M-V functional and the def2-TZVPD basis.

CARTESIAN COORDINATES (ANGSTROEM)
Pd  0.1531  0.5235  0.3905
C  -3.1999  0.2775  0.9489
N  -1.9791  -0.2259  1.5958
C  -1.7698  0.2938  2.9485
C  -1.3342  1.7188  2.8512
N  -0.5548  2.1477  1.8737
C  -0.3164  3.4726  2.1179
C  0.4662  4.4008  1.4246
C  0.5944  5.6633  1.9698
C  -0.0456  6.0103  3.1628
C  -0.8467  5.1085  3.8534
C  -0.9768  3.8374  3.3130
N  -1.6234  2.6939  3.7356
C  -2.9138  0.9164  -0.3787
N  -1.7150  1.2846  -0.7858
C  -1.8696  1.8305  -2.0365
C  -0.9346  2.3581  -2.9255
C  -1.3828  2.7605  -4.1659
C  -2.7400  2.7083  -4.4979
C  -3.6916  2.2295  -3.6106
C  -3.2393  1.7783  -2.3799
N  -3.8644  1.1988  -1.2947
H  -3.6720  1.0333  1.5906
H  -3.9243  -0.5329  0.8046
H  -1.9988  -1.2446  1.6322
H  -0.9576  -0.2836  3.4101
H  -2.6620  0.1936  3.5836
H  0.9391  4.1243  0.4929
H  1.1996  6.4019  1.4674
H  0.0761  7.0065  3.5594
H  -1.3371  5.3820  4.7751
H  -2.1757  2.6155  4.5788
H  0.1041  2.4587  -2.6313
H  -0.6776  3.1424  -4.8861
H  -3.0538  3.0606  -5.4681
H  -4.7370  2.2033  -3.8717
H  -4.8556  1.0325  -1.2092
S  1.6761  0.9575  -1.5883
C  1.5231  -0.2485  -2.8123
C  2.2967  -0.0952  -3.9747
C  2.1985  -1.0169  -4.9938
C  1.3275  -2.0949  -4.8824
C  0.5521  -2.2497  -3.7387
C  0.6480  -1.3434  -2.6937
As  -0.4384  -1.5835  -1.0923
C  -1.9740  -2.5037  -1.9275
C  -2.2827  -3.8255  -1.6141
C  -3.2598  -4.4954  -2.3293
C  -3.9410  -3.8543  -3.3511
C  -3.6350  -2.5379  -3.6691
C  -2.6668  -1.8558  -2.9522
C  0.4565  -3.0622  -0.1890
C  1.7245  -3.5142  -0.5397
C  2.2670  -4.5994  0.1305
C  1.5727  -5.2081  1.1656
C  0.3202  -4.7404  1.5368
C  -0.2260  -3.6607  0.8716
H  2.9595  0.7503  -4.0615
H  2.7924  -0.8926  -5.8842
H  1.2444  -2.8098  -5.6859
H  -0.1372  -3.0833  -3.6586
H  -1.7301  -4.3560  -0.8498
H  -3.4716  -5.5270  -2.0951
H  -4.7037  -4.3836  -3.8990
H  -4.1491  -2.0523  -4.4843
H  -2.4241  -0.8296  -3.2156
H  2.2750  -3.0354  -1.3441
H  3.2325  -4.9721  -0.1721
H  2.0166  -6.0338  1.6968
H  -0.2317  -5.2190  2.3287
H  -1.2109  -3.2883  1.1466
C  2.8767  -1.9366  3.6999
C  2.0247  -1.5697  2.4868
P  2.1371  0.1813  1.8707
C  3.8085  0.1977  1.0722
C  4.2385  1.5087  0.4229
C  2.2714  1.1873  3.4146
C  2.7542  2.6207  3.2095
H  2.9494  -3.0212  3.7622
H  2.4318  -1.5796  4.6249
H  3.8896  -1.5503  3.6231
H  0.9692  -1.7880  2.6920
H  2.3168  -2.1919  1.6349
H  3.7647  -0.5976  0.3176
H  4.5441  -0.0949  1.8274
H  3.4465  1.9399  -0.1887
H  5.0952  1.3265  -0.2206
H  4.5328  2.2472  1.1593
H  2.9491  0.6631  4.0910
H  1.2787  1.1814  3.8741
H  3.8366  2.6614  3.1365
H  2.4659  3.2330  4.0607
H  2.3357  3.0698  2.3106

Relative energy (zero: lowest compared OMol25 entry of this formula, charge and spin) ... 62.4 kcal/mol
Charge ... +3